Entry 1:
Molecular formula: C13H20F6NOP
Method: DFT, the ωB97M-V functional and the def2-TZVPD basis

DFT total energy ... -1577.3496 a.u.
Charge ... 0

Cartesian coordinates (Å):
C  4.699  0.480  0.247
C  3.587  -0.104  -0.606
N  3.055  0.816  -1.701
C  1.899  0.217  -2.494
O  0.980  -0.607  -1.697
C  -0.122  0.170  -1.114
C  -0.221  1.799  -0.977
C  -1.468  2.630  -0.273
C  -1.535  4.277  -0.141
C  -2.700  1.725  0.360
C  -2.652  0.071  0.219
C  -1.398  -0.708  -0.491
C  -1.357  -2.369  -0.609
C  -2.712  -2.836  -1.468
C  -1.479  -3.115  0.859
H  5.824  0.187  0.113
H  4.378  1.299  1.037
H  3.233  -1.203  -0.412
H  3.863  0.968  -2.372
H  2.765  1.708  -1.241
H  1.397  1.064  -3.124
H  2.409  -0.518  -3.285
H  0.657  2.471  -1.412
H  -0.527  4.711  0.316
H  -1.661  4.830  -1.183
H  -2.401  4.665  0.556
H  -3.625  2.188  0.910
H  -3.520  -0.608  0.672
H  -0.421  -2.768  -1.189
H  -2.957  -1.971  -2.233
H  -3.605  -3.007  -0.730
H  -2.529  -3.843  -2.036
H  -0.481  -3.726  1.048
H  -1.651  -2.349  1.748
H  -2.344  -3.916  0.829
F  0.606  0.921  2.291
P  0.375  -0.375  3.125
F  -0.375  -0.910  4.382
F  1.141  0.601  4.066
F  1.485  -1.431  3.407
F  0.534  -1.186  1.803
F  -1.144  -0.248  2.798

Atomic forces in eV per Å
C -2.61 -0.11 -1.47
C 4.06 -0.16 2.41
N -0.75 -0.53 1.63
C -1.25 -1.94 -2.16
O 0.32 3.81 -0.52
C -4.82 2.24 2.70
C -1.57 -1.41 0.76
C -1.08 -4.09 0.48
C 0.81 0.14 -0.20
C 3.42 -2.20 -2.19
C 3.23 1.82 -1.45
C 0.46 2.72 0.07
C -1.58 0.15 0.21
C 0.40 0.61 -0.15
C 0.62 -0.37 0.17
H -2.56 -0.70 1.47
H 1.07 -0.57 -2.61
H 0.93 2.02 -1.74
H -1.31 0.02 1.19
H 0.23 -0.28 -0.44
H 0.69 -1.48 1.56
H -1.12 1.45 1.99
H -1.98 -1.44 0.97
H -2.08 -1.14 -0.90
H 0.18 -1.45 2.04
H 1.66 -1.24 -1.40
H 2.15 -0.84 -1.25
H 2.16 1.75 -1.08
H -1.70 1.22 1.19
H 0.27 -1.96 1.43
H 1.66 0.53 -1.47
H -0.26 1.91 1.07
H -2.07 1.47 -0.16
H 0.42 -1.70 -2.04
H 1.65 1.71 0.02
F -0.04 2.65 -5.42
P -0.05 0.01 1.04
F 0.38 -2.79 4.83
F 1.81 1.20 5.21
F 4.24 -1.81 3.34
F -1.92 -1.30 -5.56
F -4.07 2.11 -3.60

***

Entry 2:
Molecular formula: C14H22N6O4
Method: DFT, the ωB97M-V functional and the def2-TZVPD basis

Relative energy (zero: lowest compared OMol25 entry of this formula, charge and spin) ... 0.000 eV
Charge ... 0
SMILES string ... CNC(=O)[C@@H](Cc1cnc[nH]1)NC(=O)[C@@H](CCC(N)=O)NC(C)=O

Cartesian coordinates (Å):
C  4.520  -1.627  1.715
N  3.283  -0.838  1.777
C  2.527  -0.497  0.714
O  2.850  -0.771  -0.450
C  1.221  0.249  1.043
C  1.456  1.761  1.300
C  0.290  2.502  1.885
C  0.417  3.419  2.879
N  -0.845  3.979  3.069
C  -1.676  3.377  2.190
N  -1.022  2.433  1.500
N  0.251  0.056  -0.004
C  -0.538  -1.005  -0.095
O  -0.489  -1.978  0.668
C  -1.478  -1.004  -1.273
C  -1.202  -2.159  -2.260
C  0.238  -2.081  -2.774
C  0.647  -0.729  -3.325
N  1.820  -0.215  -3.048
O  -0.136  -0.039  -3.924
N  -2.867  -1.019  -0.873
C  -3.437  0.066  -0.315
C  -4.846  -0.101  0.142
O  -2.847  1.127  -0.194
H  5.407  -1.066  1.395
H  4.745  -2.075  2.673
H  4.365  -2.436  1.006
H  2.929  -0.541  2.647
H  0.813  -0.151  1.991
H  1.700  2.273  0.326
H  2.307  1.840  1.948
H  1.312  3.709  3.451
H  -2.725  3.635  2.074
H  -1.488  1.806  0.832
H  0.129  0.815  -0.676
H  -1.295  -0.049  -1.802
H  -1.360  -3.103  -1.675
H  -1.870  -2.093  -3.112
H  0.428  -2.829  -3.569
H  0.941  -2.393  -1.987
H  2.477  -0.644  -2.405
H  1.953  0.693  -3.415
H  -3.312  -1.904  -0.843
H  -5.284  -0.968  -0.298
H  -5.428  0.785  -0.131
H  -4.879  -0.211  1.224

Atomic forces in eV per Å
C -0.29 0.10 -0.53
N 0.46 -0.07 -0.60
C 0.54 -0.53 -1.31
O -0.23 0.20 1.31
C -0.02 0.19 0.64
C -0.78 -0.23 -1.89
C 1.60 -1.17 0.28
C -1.83 0.47 -0.10
N -0.72 -0.10 -0.63
C 1.32 1.32 2.23
N 0.07 -0.21 -0.84
N 0.50 1.58 -0.06
C -0.27 -2.45 0.74
O 0.05 1.04 -0.40
C -0.11 0.91 -1.44
C 0.47 0.02 0.94
C 1.13 -1.13 0.11
C -1.16 -0.58 0.81
N 2.24 -1.00 0.88
O -2.05 0.70 -1.53
N 0.73 0.41 0.04
C -0.25 -0.24 0.06
C -0.30 0.55 0.17
O 0.43 0.35 0.03
H -0.36 0.16 0.00
H -0.21 0.08 0.31
H 0.03 0.00 -0.10
H -0.14 0.08 1.05
H 0.07 -0.12 -0.47
H 0.16 -0.65 0.69
H 0.39 0.33 0.36
H -0.72 -0.14 -0.45
H 0.34 -0.31 0.00
H 0.37 0.32 0.14
H 0.11 -0.50 0.31
H -0.41 -0.47 0.01
H 0.18 0.58 -0.77
H -0.33 0.05 0.11
H -0.36 0.36 0.22
H -0.14 0.25 0.00
H -0.21 0.34 -0.07
H 0.41 0.76 -0.21
H -0.49 -0.53 0.10
H -0.48 -0.63 -0.29
H 0.17 -0.17 0.07
H 0.09 0.07 0.08

***

Entry 3:
Molecular formula: C4H9N2
Method: DFT, the ωB97M-V functional and the def2-TZVPD basis

Relative energy (zero: lowest compared OMol25 entry of this formula, charge and spin) ... 1.953 eV
Charge ... +1
SMILES string ... C/C=N\C(C)=[NH2+]

Cartesian coordinates (Å):
C  1.616  -1.821  -0.732
C  0.657  -1.376  0.476
N  -0.161  -0.395  0.715
C  -0.737  0.654  0.293
C  -0.230  2.088  0.384
N  -2.017  0.483  0.025
H  1.249  -1.321  -1.678
H  2.559  -1.446  -0.540
H  1.439  -2.947  -0.693
H  0.598  -2.051  1.402
H  0.277  2.227  -0.513
H  -1.036  2.765  0.465
H  0.473  2.328  1.178
H  -2.579  1.265  -0.328
H  -2.106  -0.454  -0.454

Atomic forces in eV per Å
C -5.31 -0.17 0.37
C -0.73 0.25 1.74
N 4.10 -3.32 -1.07
C -0.92 3.03 1.37
C 0.22 -1.59 1.30
N -0.93 -1.07 -2.61
H 0.35 -0.89 0.92
H 2.19 0.23 0.66
H 0.93 1.53 -0.54
H 0.81 0.60 -1.52
H 0.93 0.57 -1.79
H -1.00 0.64 -0.07
H 0.00 -0.56 0.17
H 0.39 -0.62 0.12
H -1.03 1.37 0.94

***

Entry 4:
Molecular formula: C3H3NS2
Method: DFT, the ωB97M-V functional and the def2-TZVPD basis

Relative energy (zero: lowest compared OMol25 entry of this formula, charge and spin) ... 3.154 eV
Charge ... 0
SMILES string ... CSC(=S)C#N

Cartesian coordinates (Å):
C  1.503  -0.399  0.050
S  -0.085  -1.401  -0.167
C  -1.176  -0.153  0.048
S  -3.296  -0.663  0.021
C  -1.005  1.214  -0.119
N  -1.065  2.350  -0.082
H  2.119  -0.846  -0.744
H  1.813  -0.680  1.044
H  1.193  0.579  -0.050

Atomic forces in eV per Å
C -0.74 -3.79 -0.44
S 0.43 0.94 0.41
C -5.34 -2.17 -0.78
S 5.00 1.10 0.15
C -0.44 -1.54 0.64
N 0.34 2.26 -0.23
H 0.20 0.79 0.45
H 0.49 0.28 0.14
H 0.06 2.12 -0.36

***

Entry 5:
Molecular formula: C12H13OP
Method: DFT, the ωB97M-V functional and the def2-TZVPD basis

Relative energy (zero: lowest compared OMol25 entry of this formula, charge and spin) ... 0.000 eV
Charge ... 0
2S+1 ... 3
<S²> ... 2.007

Cartesian coordinates (Å):
C  -3.559  0.219  -0.283
C  -2.633  0.139  -1.342
C  -3.201  -0.039  0.992
C  -1.250  0.071  -1.026
C  -1.875  0.020  1.324
C  -0.877  0.106  0.339
C  2.279  -0.919  -0.955
C  2.645  0.514  -0.790
C  1.608  -1.372  0.103
C  1.872  1.209  0.053
C  1.038  -2.680  0.452
C  1.732  2.721  -0.049
O  1.036  0.122  2.509
P  0.845  0.132  1.056
H  -4.679  0.273  -0.355
H  -2.800  0.215  -2.435
H  -3.919  -0.134  1.678
H  -0.381  0.028  -1.663
H  -1.677  -0.113  2.432
H  2.687  -1.399  -1.774
H  3.383  0.828  -1.466
H  0.193  -2.953  -0.340
H  0.729  -2.767  1.569
H  1.720  -3.407  0.153
H  2.274  3.160  0.855
H  0.733  2.852  -0.122
H  2.078  3.175  -0.912

Atomic forces in eV per Å
C -2.08 -0.94 -2.20
C 1.72 0.59 -0.47
C 2.80 1.07 -1.59
C -0.37 0.30 2.06
C 0.93 -0.85 1.76
C -0.39 0.15 1.72
C 3.07 5.92 -0.85
C 0.72 -6.75 -3.29
C -4.37 0.70 4.64
C -2.07 3.07 2.14
C -2.15 0.10 -0.32
C 2.69 -1.98 2.92
O -0.76 0.19 0.93
P 1.39 -2.02 -3.35
H 1.25 0.12 -0.99
H -0.72 -0.06 0.96
H -2.56 -0.34 2.77
H -0.44 0.04 -0.96
H 0.46 0.39 -1.54
H 0.69 -1.35 -1.37
H 0.78 1.08 -0.66
H 0.87 0.74 1.88
H 0.34 0.04 -2.19
H 1.48 -1.73 0.15
H -1.21 -0.12 -1.05
H -3.49 1.20 0.75
H 1.43 0.44 -1.85

***

Entry 6:
Molecular formula: CHF2NO2S
Method: DFT, the ωB97M-V functional and the def2-TZVPD basis

Relative energy (zero: lowest compared OMol25 entry of this formula, charge and spin) ... 2.647 eV
Charge ... 0

Cartesian coordinates (Å):
C  0.089  -1.266  -0.180
N  0.650  1.862  -0.245
O  1.084  -1.064  0.415
O  -0.629  -0.419  -0.891
F  -0.455  -2.479  -0.268
F  -1.631  0.488  1.596
S  -0.657  1.273  -0.546
H  1.549  1.604  0.118

Atomic forces in eV per Å
C 0.36 -1.10 0.76
N -1.50 0.37 -0.49
O 0.42 0.32 0.19
O -1.06 1.83 -0.59
F -0.01 0.55 -0.18
F 1.12 0.86 -2.44
S 0.44 -2.24 2.56
H 0.23 -0.58 0.19

***

Entry 7:
Molecular formula: C5H15NO
Method: DFT, the ωB97M-V functional and the def2-TZVPD basis

Relative energy (zero: lowest compared OMol25 entry of this formula, charge and spin) ... 1.284 eV
Charge ... 0
SMILES string ... CC[C@@H](C)CN.O

Cartesian coordinates (Å):
C  -0.955  2.007  1.405
C  -1.639  1.295  0.233
C  -1.084  -0.156  0.103
C  -2.375  -1.046  0.186
C  -0.473  -0.334  -1.311
N  0.267  -1.606  -1.405
H  -1.618  2.728  1.921
H  -0.704  1.429  2.306
H  -0.046  2.578  1.214
H  -2.716  1.384  0.302
H  -1.435  1.868  -0.671
H  -0.363  -0.452  0.859
H  -2.925  -1.012  -0.751
H  -2.228  -2.124  0.328
H  -2.950  -0.684  1.034
H  -1.259  -0.348  -2.064
H  0.269  0.453  -1.425
H  -0.192  -2.472  -1.665
H  0.617  -1.863  -0.494
O  5.396  -0.048  0.658
H  5.467  -0.546  -0.182
H  4.506  -0.127  0.972

Atomic forces in eV per Å
C -0.62 1.20 1.72
C 1.78 0.32 0.61
C -2.79 -0.18 -2.03
C 1.01 -0.59 0.47
C 0.53 -1.42 1.44
N 0.59 -0.50 0.12
H -0.01 0.12 -0.70
H -0.02 -0.79 -0.61
H 0.02 -0.18 -0.58
H -0.22 -0.53 0.38
H 0.32 -0.04 -0.17
H 0.07 0.34 0.18
H -0.29 0.55 0.02
H 0.42 0.16 0.19
H -0.41 -0.16 -0.11
H 0.12 0.51 -0.11
H -0.16 0.24 -0.57
H -0.72 0.62 -0.47
H 0.39 0.31 0.22
O 1.07 -0.22 -0.87
H -0.31 0.42 0.81
H -0.77 -0.20 0.05

***

The highest charge belongs to which entry? C4H9N2

***

What is the formula in the fifth record? C12H13OP